Formula: C27H47CrN7O2S2
Source: the Open Molecules 2025 dataset
Level of theory: the ωB97M-V functional and the def2-TZVPD basis

For the electronic energy, the calculation gives -3431.564555 Eh. The calculation puts the max |F| at 0.0263 Eh/bohr. Its LUMO energy (spin up / spin down) is 0.1 / 0.1 eV. As for the multiplicity: 5. The gap between HOMO and LUMO (spin up / spin down) comes out at 6.2271 / 6.2254 eV.

Last column: Löwdin spin population.
Element x y z (Å)
Cr (0.1276, -0.5739, 0.1192)  3.786
C (-2.6007, -2.2610, -0.1937)  0.004
N (-1.6092, -2.2691, 0.8735)  0.013
C (-2.2752, -2.0077, 2.1409)  0.002
C (-0.8946, -3.5510, 0.8904)  0.004
C (0.3696, -3.5309, 0.0509)  0.013
C (1.0790, -4.7176, -0.0697)  -0.004
C (2.3043, -4.7396, -0.7134)  0.022
C (2.8032, -3.5702, -1.2660)  -0.002
C (2.0610, -2.4075, -1.1834)  0.020
C (0.8326, -2.3244, -0.5111)  -0.020
H (-3.4051, -2.9923, -0.0078)  0.001
H (-2.1168, -2.4955, -1.1369)  0.001
H (-3.0343, -1.2661, -0.2771)  0.001
H (-3.0303, -2.7758, 2.3820)  0.000
H (-2.7727, -1.0382, 2.0897)  0.000
H (-1.5447, -1.9711, 2.9485)  0.000
H (-1.5578, -4.3677, 0.5637)  0.001
H (-0.6128, -3.7836, 1.9248)  0.001
H (0.6856, -5.6312, 0.3601)  -0.001
H (2.8666, -5.6595, -0.7820)  0.002
H (3.7645, -3.5732, -1.7641)  -0.001
H (2.4324, -1.5093, -1.6649)  0.001
C (-0.2756, -1.0679, -3.1755)  0.010
N (-1.5418, -0.3810, -3.2493)  0.004
C (-1.9711, 0.0162, -4.5815)  0.000
C (-3.1267, 0.9528, -4.2890)  0.000
N (-2.8834, 1.3544, -2.9140)  0.003
C (-3.9592, 2.1181, -2.3345)  0.000
C (-1.9260, 0.5554, -2.3269)  0.008
N (-1.4471, 0.5762, -1.1118)  0.018
C (-1.7587, 1.7492, -0.3096)  0.005
C (-1.1967, 1.8608, 1.1353)  0.007
N (-0.3039, 0.8251, 1.6105)  0.017
C (0.1724, 0.9062, 2.8107)  0.013
N (0.0449, 1.9392, 3.7450)  0.005
C (-1.1525, 2.7218, 3.9861)  0.001
C (0.7703, 1.5873, 4.9579)  0.001
C (1.7135, 0.4907, 4.4891)  0.001
N (0.9735, -0.0673, 3.3771)  0.006
C (1.5656, -1.1835, 2.6863)  0.014
H (-0.0524, -1.4809, -4.1570)  0.001
H (-0.3187, -1.8804, -2.4491)  0.003
H (0.5290, -0.3862, -2.8816)  0.003
H (-2.2659, -0.8622, -5.1594)  0.000
H (-1.1669, 0.5408, -5.1157)  0.000
H (-4.0942, 0.4370, -4.3691)  0.000
H (-3.1358, 1.8228, -4.9505)  0.000
H (-4.5386, 2.5416, -3.1548)  0.000
H (-3.5969, 2.9492, -1.7362)  0.000
H (-4.6314, 1.4970, -1.7322)  0.000
H (-2.8432, 1.8458, -0.1960)  0.000
H (-1.3903, 2.6174, -0.8675)  0.000
H (-2.0693, 1.9013, 1.7962)  0.000
H (-0.6758, 2.8226, 1.2063)  0.000
H (-1.3068, 3.4621, 3.2046)  0.000
H (-1.0142, 3.2618, 4.9209)  0.000
H (-2.0494, 2.0995, 4.0814)  0.000
H (0.0834, 1.2027, 5.7268)  0.000
H (1.2909, 2.4621, 5.3546)  0.000
H (1.8965, -0.2654, 5.2560)  0.000
H (2.6851, 0.8930, 4.1636)  0.000
H (1.9300, -1.8925, 3.4313)  0.001
H (2.4026, -0.8973, 2.0477)  0.001
H (0.8146, -1.6694, 2.0577)  0.005
C (2.9023, 0.3710, -4.9900)  0.000
O (2.1665, 0.9733, -3.9504)  0.000
C (1.1423, 1.8177, -4.2639)  0.000
S (0.6724, 2.0495, -5.8390)  0.000
S (0.4345, 2.5169, -2.9250)  0.002
H (3.3837, -0.5097, -4.5671)  0.000
H (3.6574, 1.0645, -5.3724)  0.000
H (2.2469, 0.0865, -5.8159)  0.000
C (3.5227, 2.1190, -1.1291)  0.000
C (4.6110, 1.1530, -0.6419)  0.000
C (3.8743, 0.2509, 0.3646)  0.002
O (2.4847, 0.5440, 0.2651)  0.017
C (2.3977, 1.9127, -0.1159)  0.004
H (3.1623, 1.8425, -2.1192)  0.000
H (3.8665, 3.1509, -1.1489)  0.000
H (5.4270, 1.6813, -0.1491)  0.000
H (5.0249, 0.5697, -1.4606)  0.000
H (4.2249, 0.4674, 1.3888)  0.000
H (4.0107, -0.8132, 0.1635)  0.000
H (2.5463, 2.5508, 0.7696)  0.000
H (1.4088, 2.0820, -0.5449)  0.002

---

Formula: C27H47N2OSi2Tl
Source: the Open Molecules 2025 dataset
Level of theory: the ωB97M-V functional and the def2-TZVPD basis

For the electronic energy, the calculation gives -1992.755765 Eh. The calculation puts the max |F| at 0.0089 Eh/bohr. Its LUMO energy is -7.4 eV. As for the charge: +2. The gap between HOMO and LUMO comes out at 6.6104 eV.

Last column: Mulliken charge in e.
Element x y z (Å)
Tl (0.4207, -0.7261, 0.8572)  1.476
C (-3.5644, -1.1037, -0.4086)  -1.339
C (-2.8505, -2.0335, 0.5688)  1.201
C (-3.8865, -2.8954, 1.3074)  -1.569
C (-1.9954, -1.2973, 1.5915)  0.008
C (-1.3368, -2.0175, 2.6186)  -1.002
C (-0.7677, -1.3737, 3.7133)  -0.527
C (-0.7757, 0.0176, 3.8319)  1.157
C (-0.2109, 0.7055, 5.0388)  -1.534
C (-1.3264, 0.7476, 2.7780)  -0.922
C (-1.9243, 0.1178, 1.6760)  -0.165
H (-4.1160, -1.6976, -1.1361)  0.481
H (-2.8825, -0.4542, -0.9604)  -0.062
H (-4.2893, -0.4739, 0.1119)  0.408
H (-2.1965, -2.7067, 0.0035)  0.032
H (-4.5316, -2.2725, 1.9295)  0.417
H (-3.4303, -3.6548, 1.9406)  0.401
H (-4.5160, -3.4085, 0.5815)  0.438
H (-1.3436, -3.1005, 2.5859)  0.481
H (-0.3222, -1.9720, 4.4995)  0.432
H (0.7178, 1.2258, 4.7945)  0.247
H (-0.0015, -0.0044, 5.8364)  0.379
H (-0.9098, 1.4509, 5.4183)  0.461
H (-1.3337, 1.8309, 2.8239)  0.427
H (-2.4210, 0.7242, 0.9283)  0.578
C (-1.1075, 4.1685, -4.7012)  -1.076
C (-1.9419, 3.0229, -5.2500)  -0.800
N (-1.8827, 1.8242, -4.3976)  0.214
C (-3.0833, 1.4378, -3.6622)  -0.744
C (-3.3883, 2.3587, -2.4906)  -0.887
C (-0.7784, 1.0611, -4.4956)  0.335
O (0.1596, 1.2799, -5.2411)  -0.608
C (-0.6435, -0.1462, -3.5951)  -0.603
C (-0.4378, -1.4067, -4.1461)  -0.415
C (-0.1427, -2.4726, -3.3125)  -1.284
C (-0.0203, -2.2385, -1.9557)  -0.232
N (-0.2031, -1.0229, -1.4222)  0.007
C (-0.5167, -0.0007, -2.2291)  0.169
H (-1.1848, 5.0342, -5.3584)  0.400
H (-0.0578, 3.8828, -4.6466)  0.307
H (-1.4480, 4.4675, -3.7084)  0.274
H (-1.5949, 2.7459, -6.2449)  0.439
H (-2.9918, 3.3039, -5.3294)  0.419
H (-2.9778, 0.4045, -3.3276)  0.378
H (-3.9225, 1.4441, -4.3614)  0.388
H (-2.5678, 2.3669, -1.7672)  0.059
H (-4.2999, 2.0391, -1.9841)  0.396
H (-3.5390, 3.3850, -2.8257)  0.413
H (-0.4903, -1.5354, -5.2199)  0.609
H (0.0115, -3.4686, -3.7029)  0.483
H (0.2401, -3.0432, -1.2758)  0.574
H (-0.6515, 0.9705, -1.7649)  0.803
C (2.2790, 2.1084, 2.4920)  -0.615
Si (2.8890, 1.3458, 0.9047)  -0.419
C (4.7143, 1.5587, 0.6355)  -1.043
C (1.8747, 2.0070, -0.5267)  -0.859
C (2.5822, -0.5559, 0.9344)  -0.538
Si (3.2695, -1.8255, 2.2050)  -0.098
C (2.3319, -3.4251, 1.9391)  -0.971
C (3.0275, -1.1842, 3.9365)  -0.675
C (5.0597, -2.0315, 1.7439)  -1.036
H (2.4194, 3.1912, 2.4464)  0.534
H (2.8145, 1.7457, 3.3698)  0.324
H (1.2094, 1.9333, 2.6436)  -0.073
H (4.9340, 2.6145, 0.4581)  0.391
H (5.0771, 1.0008, -0.2296)  0.373
H (5.2923, 1.2539, 1.5095)  0.313
H (2.1320, 3.0531, -0.7111)  0.575
H (0.7976, 1.9974, -0.3143)  0.139
H (2.0538, 1.4635, -1.4581)  0.282
H (2.7767, -0.9490, -0.0750)  0.613
H (1.2788, -3.3583, 2.2287)  0.256
H (2.7676, -4.2214, 2.5476)  0.439
H (2.3896, -3.7564, 0.8979)  0.299
H (1.9993, -0.8629, 4.1280)  0.008
H (3.6918, -0.3456, 4.1523)  0.376
H (3.2632, -1.9742, 4.6534)  0.436
H (5.1846, -2.3466, 0.7060)  0.347
H (5.5062, -2.8066, 2.3722)  0.372
H (5.6397, -1.1210, 1.8960)  0.334

---

Formula: C27H48Br2ClN2O11P
Source: the Open Molecules 2025 dataset
Level of theory: the ωB97M-V functional and the def2-TZVPD basis

For the electronic energy, the calculation gives -7944.363144 Eh. As for the SMILES: COCCCCC[C@@]1(Br)C(=O)N[C@@H](CC(=O)Cl)[C@@]1(CCC(N)=O)P(O)Br.CCOC(C)=O.CCOC(C)=O.CCOC(C)=O. The calculation puts the max |F| at 0.0770 Eh/bohr. Its LUMO energy is 0.0 eV. The gap between HOMO and LUMO comes out at 8.9398 eV.

Last column: Mulliken charge in e.
Element x y z (Å)
C (-6.6669, -2.2777, 3.7562)  -0.565
O (-6.5586, -0.8727, 3.6161)  -0.394
C (-5.3672, -0.3661, 4.2179)  -0.531
C (-4.8525, 0.7689, 3.2891)  -0.273
C (-3.3552, 1.0756, 3.5025)  -1.028
C (-2.5963, 1.3628, 2.1845)  -0.965
C (-2.2653, 0.0493, 1.3980)  -0.965
C (-2.3569, 0.1916, -0.1587)  0.451
Br (-4.2878, 0.4437, -0.4623)  0.002
C (-1.4917, 1.4551, -0.4751)  -0.406
O (-1.8073, 2.5910, -0.4882)  -0.551
N (-0.1764, 1.0699, -0.8216)  -0.190
C (-0.1777, -0.3789, -1.1151)  -0.686
C (0.9102, -1.0104, -0.1844)  -0.750
C (2.2053, -0.2021, -0.1386)  0.136
O (2.7765, -0.1069, 0.8512)  -0.412
Cl (2.9081, 0.5721, -1.5903)  -0.227
C (-1.6232, -0.8975, -1.0249)  1.957
C (-2.3135, -1.4428, -2.3093)  -1.280
C (-1.9640, -0.6877, -3.6340)  -0.995
C (-2.0293, 0.8464, -3.5863)  0.476
N (-3.2068, 1.5722, -3.3829)  -0.539
O (-1.0131, 1.4459, -3.7541)  -0.527
P (-1.6718, -2.4264, 0.1479)  0.154
O (-0.7377, -3.6254, -0.5518)  -0.458
Br (-3.7750, -3.2259, 0.1233)  -0.200
H (-7.7088, -2.5890, 3.9386)  0.294
H (-6.0763, -2.6671, 4.6007)  0.338
H (-6.3238, -2.8154, 2.8528)  0.168
H (-5.5620, 0.0476, 5.2221)  0.163
H (-4.5975, -1.1533, 4.2228)  0.381
H (-5.4758, 1.6706, 3.3866)  0.492
H (-5.0321, 0.3958, 2.2684)  -0.058
H (-3.1846, 1.9312, 4.1727)  0.517
H (-2.8597, 0.2116, 3.9849)  0.334
H (-1.6358, 1.8386, 2.4433)  0.424
H (-3.1574, 2.0953, 1.5896)  0.413
H (-1.2464, -0.2263, 1.7115)  0.297
H (-2.9513, -0.7116, 1.8029)  0.487
H (0.2054, 1.6401, -1.5717)  0.461
H (0.1848, -0.6181, -2.1275)  0.262
H (0.5862, -1.1179, 0.8566)  0.295
H (1.1741, -1.9968, -0.6063)  0.492
H (-1.9401, -2.4728, -2.4542)  0.361
H (-3.3984, -1.5390, -2.1998)  0.598
H (-0.9985, -0.9756, -4.0630)  0.458
H (-2.7215, -1.0058, -4.3790)  0.536
H (-3.1213, 2.1049, -2.5161)  0.305
H (-4.0211, 0.9750, -3.2612)  0.316
H (-1.3176, -4.1881, -1.0950)  0.340
C (3.7657, 4.1262, -2.8522)  -1.080
C (4.9136, 3.1620, -3.0656)  0.752
O (5.0321, 2.7882, -4.4417)  -0.341
C (5.7355, 3.4978, -5.3482)  0.732
C (6.1632, 4.9005, -4.9960)  -0.752
O (5.9431, 3.0298, -6.4358)  -0.604
H (3.9222, 5.0609, -3.3913)  0.339
H (3.6476, 4.3543, -1.7919)  0.362
H (2.8347, 3.6948, -3.2246)  0.290
H (5.8593, 3.5497, -2.6818)  -0.375
H (4.7140, 2.2404, -2.5191)  -0.004
H (5.3896, 5.6009, -5.3113)  0.248
H (7.0841, 5.1226, -5.5309)  0.293
H (6.3787, 5.0386, -3.9408)  0.228
C (9.6712, 3.7213, 1.3851)  -0.988
C (8.3187, 3.5461, 0.7267)  -0.365
O (8.1283, 4.4850, -0.3375)  -0.365
C (8.5343, 4.2780, -1.6027)  0.837
C (9.5068, 3.1593, -1.8882)  -1.136
O (8.1758, 5.0300, -2.4710)  -0.579
H (10.4861, 3.5300, 0.6859)  0.276
H (9.7764, 3.0422, 2.2320)  0.362
H (9.7892, 4.7459, 1.7401)  0.297
H (8.1536, 2.5244, 0.3805)  0.317
H (7.5330, 3.7559, 1.4518)  0.337
H (10.5238, 3.5431, -1.8127)  0.311
H (9.3337, 2.8070, -2.9033)  0.308
H (9.3899, 2.2973, -1.2351)  0.361
C (-6.7562, -7.5161, 3.4940)  -1.079
C (-6.6298, -6.1654, 2.8206)  -0.381
O (-5.6438, -5.3504, 3.4612)  -0.279
C (-4.3294, -5.3842, 3.1625)  0.726
C (-3.7949, -6.5357, 2.3449)  -0.992
O (-3.5958, -4.5450, 3.6096)  -0.533
H (-5.8285, -8.0856, 3.4289)  0.271
H (-7.5536, -8.1012, 3.0342)  0.384
H (-6.9799, -7.3905, 4.5543)  0.304
H (-6.4307, -6.2510, 1.7507)  0.344
H (-7.5708, -5.6236, 2.9162)  0.369
H (-3.4815, -7.3352, 3.0156)  0.322
H (-2.9326, -6.1821, 1.7832)  0.212
H (-4.5029, -6.9236, 1.6153)  0.358